This record from the Open Molecules 2025 dataset describes a cluster of 10 separate species, C44H66B5F20N8O2 in total. The level of theory is ωB97M-V/def2-TZVPD.

Last column: Mulliken charge in e.
Element x y z (Å)
C -4.70 -24.50 2.67  -0.907
N -4.19 -23.33 3.35  0.030
C -2.86 -23.18 3.53  -0.256
C -2.36 -22.05 4.24  -0.639
C -3.27 -21.19 4.89  0.930
C -4.62 -21.45 4.87  -0.745
C -5.08 -22.49 4.00  -0.185
C -2.79 -20.05 5.72  1.070
C -1.68 -20.24 6.49  -0.810
C -1.27 -19.29 7.43  -0.382
N -1.91 -18.12 7.56  0.206
C -2.93 -17.79 6.67  -0.305
C -3.51 -18.84 5.87  -0.603
C -1.48 -17.22 8.75  -1.160
H -4.48 -25.46 3.15  0.329
H -4.16 -24.49 1.73  0.407
H -5.76 -24.31 2.50  0.335
H -2.23 -23.95 3.12  0.484
H -1.31 -21.98 4.47  0.425
H -5.24 -20.86 5.53  0.523
H -6.12 -22.79 4.03  0.395
H -1.07 -21.14 6.44  0.303
H -0.47 -19.44 8.14  0.504
H -3.44 -16.87 6.91  0.413
H -4.38 -18.53 5.30  0.460
H -2.25 -16.51 9.04  0.356
H -0.53 -16.72 8.58  0.426
H -1.24 -17.79 9.65  0.447
C 0.01 -8.24 5.01  -0.965
N 1.37 -8.17 4.38  0.402
C 1.54 -9.02 3.30  -0.279
C 2.64 -8.73 2.40  -0.629
C 3.59 -7.77 2.75  0.684
C 3.44 -7.01 3.99  -0.930
C 2.21 -7.17 4.61  -0.540
C 4.83 -7.61 1.96  0.624
C 5.44 -6.36 1.79  -0.653
C 6.72 -6.30 1.13  -0.175
N 7.37 -7.47 0.73  0.014
C 6.75 -8.68 0.73  -0.561
C 5.53 -8.72 1.39  -0.475
C 8.71 -7.40 0.02  -0.955
H 0.11 -7.53 5.83  0.374
H -0.27 -9.25 5.31  0.327
H -0.83 -7.87 4.43  0.340
H 0.87 -9.85 3.16  0.485
H 2.82 -9.41 1.59  0.590
H 4.16 -6.31 4.39  0.823
H 2.01 -6.57 5.48  0.520
H 5.00 -5.44 2.13  0.548
H 7.27 -5.38 1.01  0.426
H 7.30 -9.56 0.39  0.458
H 5.14 -9.69 1.66  0.399
H 9.41 -8.03 0.57  0.387
H 9.10 -6.44 0.35  0.312
H 8.41 -7.59 -1.01  0.389
C 9.60 -18.41 8.14  -0.916
N 9.08 -17.26 7.60  0.040
C 8.80 -17.15 6.32  -0.036
C 8.22 -15.94 5.84  -0.860
C 7.89 -14.95 6.80  0.525
C 8.23 -15.11 8.14  -0.491
C 8.98 -16.21 8.51  -0.546
C 7.12 -13.83 6.34  0.899
C 7.52 -13.05 5.23  -0.866
C 6.72 -11.95 4.92  -0.317
N 5.52 -11.71 5.53  0.290
C 5.11 -12.51 6.51  -0.456
C 5.88 -13.57 6.94  -0.478
C 4.71 -10.61 5.06  -0.900
H 10.53 -18.20 8.66  0.392
H 9.78 -19.05 7.27  0.256
H 8.89 -18.80 8.87  0.373
H 9.04 -17.95 5.63  0.394
H 7.79 -15.91 4.85  0.449
H 8.03 -14.26 8.78  0.639
H 9.16 -16.42 9.55  0.458
H 8.41 -13.30 4.68  0.544
H 6.97 -11.24 4.15  0.455
H 4.07 -12.34 6.73  0.423
H 5.42 -14.27 7.62  0.692
H 5.25 -9.98 4.36  0.076
H 4.50 -10.04 5.97  0.364
H 3.82 -11.11 4.67  0.471
C 4.63 -11.16 14.49  -1.422
C 3.83 -12.44 14.03  0.658
C 3.35 -13.29 15.15  -0.908
O 2.49 -14.38 14.74  -0.301
C 3.11 -15.62 14.48  -0.747
N 2.68 -12.10 13.13  0.457
H 2.16 -12.96 13.12  0.163
H 2.13 -11.40 13.61  0.421
H 2.99 -11.78 12.22  -0.075
H 4.49 -10.28 13.87  0.366
H 5.71 -11.28 14.55  0.357
H 4.36 -10.82 15.49  0.431
H 4.45 -13.01 13.34  0.211
H 2.74 -12.84 15.93  0.335
H 4.24 -13.60 15.71  0.453
H 3.71 -16.07 15.27  0.362
H 3.64 -15.57 13.53  0.260
H 2.31 -16.36 14.48  0.261
C -0.71 -13.04 8.19  -1.810
C 0.63 -12.33 8.25  0.944
C 0.68 -10.87 8.34  -0.136
O 1.85 -10.40 7.66  0.352
C 2.16 -9.03 8.00  -0.433
N 1.72 -12.99 9.19  0.845
H 1.52 -12.90 10.18  -0.200
H 1.85 -13.95 8.89  0.328
H 2.65 -12.61 9.09  -0.224
H -1.15 -13.03 9.19  0.358
H -0.49 -14.07 7.94  0.209
H -1.44 -12.54 7.55  0.521
H 1.02 -12.66 7.29  -0.235
H 0.82 -10.54 9.37  0.187
H -0.28 -10.52 7.94  0.010
H 2.40 -8.50 7.07  -0.353
H 2.99 -9.03 8.70  0.237
H 1.43 -8.28 8.30  0.502
B 2.54 -15.31 7.00  0.172
F 3.10 -16.22 6.20  -0.350
F 2.66 -14.05 6.41  -0.300
F 1.33 -15.73 7.43  -0.100
F 3.40 -15.21 8.05  -0.413
B 4.56 -11.01 10.22  0.113
F 5.18 -11.91 10.98  -0.371
F 5.17 -9.73 10.23  -0.356
F 4.51 -11.58 8.93  -0.034
F 3.28 -10.94 10.54  -0.532
B 0.25 -14.22 11.68  -0.239
F 1.61 -14.25 11.91  -0.239
F 0.15 -15.07 10.67  0.027
F -0.42 -14.72 12.68  -0.354
F -0.27 -13.00 11.32  -0.295
B -2.83 -9.31 9.05  0.457
F -3.45 -9.76 7.88  -0.422
F -1.67 -8.51 8.79  -0.355
F -3.67 -8.51 9.77  -0.335
F -2.57 -10.46 9.81  -0.339
B 3.56 -5.12 7.55  0.426
F 3.96 -4.66 6.26  -0.388
F 3.99 -6.39 7.73  -0.256
F 4.11 -4.29 8.56  -0.364
F 2.16 -5.05 7.64  -0.402

Computed properties:
LUMO: -8.4 eV
Net charge: +3
Calculated total energy: -4426.303617 a.u.
Kohn-Sham gap: 0.164 Eh
Max |F|: 5.36 eV/Å
Multiplicity: 1

---

This record from the Open Molecules 2025 dataset describes a cluster of 7 separate species, C44H66ClI2O24P in total. The level of theory is ωB97M-V/def2-TZVPD.

Last column: Mulliken charge in e.
Element x y z (Å)
C -4.25 -5.90 -3.04  -0.994
C -5.42 -6.40 -2.12  -0.044
O -5.91 -5.41 -1.21  -0.260
C -5.03 -5.18 -0.12  -1.305
C -4.09 -3.93 -0.28  1.059
C -4.21 -2.88 -1.28  -0.098
O -5.23 -2.90 -2.23  -0.518
C -3.28 -1.74 -1.38  -1.087
C -2.21 -1.64 -0.40  0.678
C -2.04 -2.68 0.62  0.435
C -2.95 -3.82 0.68  0.400
P -2.71 -5.18 1.95  0.060
O -3.00 -4.49 3.48  -0.457
Cl -0.69 -5.79 1.80  -0.239
C -0.81 -2.49 1.59  -0.472
O -0.83 -2.78 2.75  -0.491
C 0.46 -1.90 0.89  0.618
C 1.81 -2.34 1.17  -0.565
C 2.94 -1.74 0.42  -0.301
O 4.21 -2.25 0.72  -0.524
C 2.77 -0.72 -0.60  1.035
C 3.88 -0.06 -1.46  -0.867
I 3.91 -1.11 -3.37  0.148
C 5.30 0.10 -0.74  -0.252
C 6.03 1.43 -1.24  -0.950
I 6.59 -1.54 -1.49  0.028
C 1.38 -0.27 -0.88  -0.940
C 0.29 -0.86 -0.15  0.445
C -1.20 -0.46 -0.44  -0.155
O -1.47 0.69 -0.70  -0.555
H -3.31 -5.77 -2.42  0.217
H -4.04 -6.66 -3.84  0.430
H -4.49 -4.93 -3.56  0.184
H -5.17 -7.35 -1.57  0.379
H -6.27 -6.65 -2.80  0.007
H -4.36 -6.07 0.00  0.596
H -5.58 -5.08 0.85  0.384
H -6.01 -2.46 -1.85  0.300
H -3.41 -0.96 -2.17  0.420
H -2.25 -4.78 4.03  0.340
H 2.02 -3.13 1.94  0.443
H 4.50 -1.80 1.53  0.315
H 3.53 0.98 -1.70  0.389
H 5.24 0.04 0.37  0.486
H 6.38 2.05 -0.38  0.241
H 6.96 1.19 -1.83  0.352
H 5.38 2.02 -1.96  0.283
H 1.16 0.52 -1.64  0.402
C 5.40 7.47 -0.38  -1.335
C 4.78 7.18 0.98  0.024
O 3.41 6.76 0.84  -0.386
C 3.24 5.50 0.45  0.797
O 4.11 4.70 0.21  -0.577
O 1.92 5.28 0.34  -0.361
C 1.59 3.98 -0.18  -0.579
H 4.79 8.18 -0.94  0.319
H 6.41 7.87 -0.26  0.380
H 5.46 6.56 -0.98  0.319
H 4.76 8.10 1.57  0.284
H 5.35 6.45 1.54  0.296
H 2.07 3.19 0.40  0.261
H 1.88 3.92 -1.23  0.304
H 0.51 3.86 -0.10  0.253
C -11.66 -5.82 -6.33  -1.115
C -12.04 -6.84 -5.27  -0.190
O -10.97 -7.05 -4.34  -0.333
C -10.81 -6.08 -3.43  0.712
O -11.47 -5.09 -3.32  -0.560
O -9.76 -6.41 -2.66  -0.281
C -9.40 -5.42 -1.70  -0.645
H -10.72 -6.11 -6.82  0.288
H -12.44 -5.74 -7.08  0.364
H -11.49 -4.84 -5.89  0.317
H -12.23 -7.80 -5.75  0.308
H -12.95 -6.55 -4.75  0.308
H -10.26 -5.14 -1.08  0.401
H -9.00 -4.54 -2.21  0.293
H -8.63 -5.83 -1.05  0.126
C -5.57 -13.12 -0.36  -1.091
C -5.35 -13.45 -1.83  -0.161
O -6.30 -12.77 -2.66  -0.379
C -6.06 -11.47 -2.86  0.770
O -5.13 -10.84 -2.42  -0.567
O -7.04 -10.98 -3.62  -0.357
C -6.96 -9.57 -3.84  -0.577
H -6.60 -13.33 -0.08  0.293
H -4.90 -13.71 0.27  0.353
H -5.39 -12.07 -0.16  0.309
H -5.50 -14.52 -1.99  0.293
H -4.33 -13.22 -2.14  0.298
H -5.99 -9.28 -4.23  0.295
H -7.17 -9.04 -2.91  0.238
H -7.72 -9.30 -4.57  0.288
C 2.47 -5.47 -0.68  -0.811
C 2.79 -4.68 -1.93  0.113
O 3.13 -5.54 -3.02  -0.395
C 2.10 -6.16 -3.61  0.729
O 0.94 -6.04 -3.32  -0.563
O 2.59 -6.95 -4.58  -0.354
C 1.60 -7.74 -5.23  -0.627
H 3.29 -6.15 -0.43  0.347
H 2.29 -4.80 0.17  0.024
H 1.58 -6.08 -0.82  0.292
H 3.66 -4.05 -1.75  0.153
H 1.96 -4.01 -2.21  0.299
H 0.79 -7.13 -5.61  0.287
H 1.22 -8.50 -4.54  0.287
H 2.08 -8.24 -6.07  0.221
C 8.96 10.56 5.50  -1.186
C 7.57 11.10 5.77  -0.042
O 6.60 10.49 4.91  -0.357
C 6.24 9.25 5.24  0.739
O 6.64 8.61 6.18  -0.554
O 5.36 8.81 4.32  -0.309
C 4.96 7.45 4.50  -0.706
H 9.21 10.67 4.44  0.300
H 9.70 11.10 6.10  0.365
H 9.03 9.50 5.74  0.322
H 7.55 12.17 5.56  0.221
H 7.29 10.97 6.82  0.320
H 4.59 7.27 5.51  0.369
H 5.80 6.79 4.28  0.312
H 4.16 7.24 3.79  0.205
C 7.51 18.19 4.93  -1.082
C 6.88 17.90 6.29  -0.163
O 5.52 17.46 6.15  -0.365
C 5.36 16.20 5.75  0.786
O 6.24 15.41 5.51  -0.552
O 4.05 15.96 5.64  -0.336
C 3.73 14.67 5.12  -0.595
H 6.89 18.89 4.37  0.294
H 8.51 18.60 5.06  0.355
H 7.58 17.28 4.33  0.297
H 6.85 18.82 6.88  0.291
H 7.46 17.17 6.85  0.297
H 4.22 13.88 5.70  0.261
H 4.02 14.61 4.07  0.283
H 2.65 14.54 5.19  0.228

Computed properties:
LUMO: -1.0 eV
Calculated total energy: -4918.875769 a.u.
Kohn-Sham gap: 0.275 Eh
Max |F|: 2.76 eV/Å
Multiplicity: 1

---

This record from the Open Molecules 2025 dataset describes a cluster of 11 separate species, C44H66O33 in total. The level of theory is ωB97M-V/def2-TZVPD.

Last column: Mulliken charge in e.
Element x y z (Å)
C -1.80 -5.32 6.24  -1.363
C -1.99 -4.39 5.07  0.451
C -2.92 -4.74 3.89  -0.391
O -3.87 -3.75 3.81  -0.316
C -3.59 -2.85 4.74  0.678
O -4.32 -1.88 4.86  -0.587
O -2.63 -3.27 5.53  -0.348
H -2.60 -5.20 6.98  0.355
H -0.97 -4.96 6.85  0.347
H -1.69 -6.37 5.97  0.355
H -1.00 -4.09 4.72  0.251
H -3.47 -5.66 4.09  0.278
H -2.33 -4.84 2.98  0.288
C -6.75 6.56 5.73  -1.490
C -6.81 6.72 4.25  0.535
C -6.98 8.15 3.78  -0.307
O -5.79 8.31 3.05  -0.351
C -5.04 7.17 2.89  0.699
O -4.06 7.01 2.12  -0.578
O -5.59 6.26 3.66  -0.348
H -6.77 5.49 5.96  0.359
H -7.61 6.96 6.26  0.394
H -5.86 6.96 6.21  0.360
H -7.73 6.22 3.92  0.193
H -6.88 8.81 4.64  0.247
H -7.88 8.32 3.20  0.286
C 4.77 9.39 2.54  -1.270
C 6.10 8.65 2.73  0.373
C 6.29 7.76 3.98  -0.386
O 6.33 6.47 3.50  -0.324
C 6.21 6.37 2.21  0.669
O 5.96 5.36 1.58  -0.544
O 6.19 7.67 1.68  -0.372
H 4.84 9.97 1.62  0.323
H 4.43 9.98 3.39  0.359
H 4.03 8.60 2.41  0.329
H 6.91 9.38 2.70  0.292
H 5.44 7.76 4.65  0.247
H 7.17 8.13 4.50  0.304
C 5.84 -3.08 -2.10  -1.234
C 6.30 -4.16 -3.12  0.423
C 7.59 -3.95 -3.90  -0.480
O 8.21 -5.21 -3.84  -0.314
C 7.58 -5.98 -2.97  0.629
O 7.83 -7.13 -2.78  -0.547
O 6.62 -5.31 -2.37  -0.364
H 4.91 -2.56 -2.34  0.290
H 6.64 -2.35 -1.94  0.340
H 5.75 -3.55 -1.12  0.330
H 5.49 -4.49 -3.78  0.337
H 8.20 -3.11 -3.58  0.318
H 7.30 -3.73 -4.93  0.271
C -6.49 1.73 -2.11  -1.402
C -7.28 0.70 -1.28  0.335
C -8.42 1.29 -0.53  -0.357
O -9.55 0.57 -1.04  -0.352
C -9.13 -0.28 -2.06  0.672
O -9.87 -1.03 -2.64  -0.555
O -7.88 -0.11 -2.29  -0.327
H -5.91 2.38 -1.45  0.385
H -7.10 2.34 -2.77  0.364
H -5.82 1.20 -2.79  0.352
H -6.69 0.08 -0.61  0.319
H -8.56 2.33 -0.83  0.251
H -8.22 1.27 0.54  0.315
C 0.89 0.88 1.22  -1.341
C -0.22 0.85 0.15  0.432
C 0.10 1.49 -1.19  -0.402
O -0.23 0.58 -2.12  -0.329
C -0.44 -0.64 -1.59  0.695
O -0.60 -1.70 -2.18  -0.591
O -0.45 -0.51 -0.26  -0.339
H 1.79 0.33 0.94  0.323
H 0.57 0.52 2.20  0.337
H 1.14 1.94 1.27  0.387
H -1.13 1.28 0.57  0.243
H 1.14 1.82 -1.15  0.270
H -0.44 2.42 -1.36  0.315
C -2.39 -1.31 -9.41  -1.350
C -2.59 -2.11 -10.71  0.440
C -1.39 -1.98 -11.69  -0.410
O -0.77 -3.24 -11.52  -0.318
C -1.49 -4.08 -10.88  0.694
O -1.17 -5.27 -10.73  -0.593
O -2.60 -3.46 -10.38  -0.332
H -1.49 -1.57 -8.85  0.349
H -3.26 -1.46 -8.77  0.337
H -2.18 -0.25 -9.54  0.386
H -3.50 -1.81 -11.22  0.268
H -0.74 -1.17 -11.36  0.240
H -1.56 -1.82 -12.75  0.288
C -3.06 8.50 -9.09  -1.442
C -2.12 7.29 -9.10  0.620
C -0.90 7.42 -9.90  -0.434
O 0.13 6.97 -9.06  -0.316
C -0.32 6.74 -7.84  0.662
O 0.34 6.45 -6.85  -0.568
O -1.65 7.02 -7.80  -0.354
H -3.86 8.33 -8.37  0.330
H -3.48 8.68 -10.08  0.409
H -2.56 9.46 -8.96  0.362
H -2.69 6.53 -9.64  0.160
H -0.83 8.44 -10.28  0.271
H -0.92 6.67 -10.69  0.299
C 5.03 -4.58 7.36  -1.322
C 5.73 -4.94 8.67  0.377
C 5.12 -6.08 9.44  -0.486
O 6.08 -7.01 9.63  -0.282
C 7.06 -6.75 8.80  0.631
O 8.09 -7.37 8.68  -0.553
O 6.97 -5.50 8.24  -0.331
H 4.21 -3.93 7.65  0.373
H 4.67 -5.42 6.76  0.337
H 5.68 -3.98 6.73  0.336
H 5.96 -4.14 9.38  0.325
H 4.34 -6.56 8.85  0.280
H 4.76 -5.69 10.40  0.317
C 0.89 3.45 8.68  -1.306
C 0.58 2.54 9.89  0.401
C 0.26 1.07 9.66  -0.458
O 1.01 0.37 10.58  -0.301
C 1.96 1.14 11.13  0.626
O 2.90 0.68 11.78  -0.545
O 1.72 2.48 10.75  -0.346
H 1.87 3.17 8.28  0.332
H 0.84 4.50 8.99  0.341
H 0.11 3.27 7.95  0.375
H -0.27 2.92 10.47  0.243
H 0.64 0.97 8.64  0.286
H -0.79 0.79 9.55  0.351
C 2.54 -10.42 -6.79  -1.341
C 1.59 -10.37 -5.61  0.478
C 0.61 -9.15 -5.58  -0.407
O -0.67 -9.72 -5.66  -0.326
C -0.61 -11.07 -5.78  0.656
O -1.61 -11.80 -5.89  -0.568
O 0.68 -11.52 -5.68  -0.340
H 2.00 -10.31 -7.73  0.335
H 3.19 -11.30 -6.81  0.340
H 3.24 -9.59 -6.69  0.369
H 2.21 -10.38 -4.72  0.258
H 0.61 -8.55 -6.50  0.248
H 0.71 -8.41 -4.79  0.297

Computed properties:
SMILES: C[C@H]1COC(=O)O1.C[C@H]1COC(=O)O1.C[C@H]1COC(=O)O1.C[C@H]1COC(=O)O1.C[C@H]1COC(=O)O1.C[C@H]1COC(=O)O1.C[C@H]1COC(=O)O1.C[C@H]1COC(=O)O1.C[C@H]1COC(=O)O1.C[C@H]1COC(=O)O1.C[C@H]1COC(=O)O1
LUMO: -0.2 eV
Calculated total energy: -4199.086662 a.u.
Kohn-Sham gap: 0.380 Eh
Max |F|: 5.13 eV/Å
Multiplicity: 1
Energy relative to the best compared isomer or geometry (same formula, charge and spin): 737.0 kJ/mol